{
  "formula": "C5H4Br2F3O2",
  "method": "ωB97M-V/def2-TZVPD",
  "total_charge": -1,
  "homo_energy_ha": -0.159,
  "molar_mass_g_mol": 312.89,
  "smiles": "O=C([O-])CC[C@@](F)(Br)C(F)(F)Br",
  "lumo_energy_ev": 2.70,
  "elements": ["O", "C", "O", "C", "C", "C", "F", "Br", "C", "F", "F", "Br", "H", "H", "H", "H"],
  "positions_angstrom": [[1.010, 2.451, -0.119], [1.723, 1.417, -0.062], [2.798, 1.233, 0.532], [1.173, 0.125, -0.725], [0.561, -0.826, 0.294], [-0.855, -0.559, 0.753], [-1.405, -1.745, 1.143], [-0.924, 0.608, 2.298], [-1.847, -0.024, -0.292], [-3.082, -0.041, 0.239], [-1.591, 1.188, -0.651], [-1.941, -1.189, -1.845], [2.039, -0.381, -1.127], [0.528, 0.358, -1.563], [1.199, -0.763, 1.165], [0.615, -1.851, -0.038]]
}